(1)
The following is a DFT calculation (ωB97M-V/def2-TZVPD) of a structure of composition C36H44BF40InNO9S.

Geometry as XYZ:
```
133
Properties=species:S:1:pos:R:3:forces:R:3
C 0.01995 -6.83701 2.06195 -0.052 0.064 -0.115
O 0.87067 -6.19867 1.14034 -0.053 0.041 -0.244
C 1.20086 -4.86114 1.52037 0.362 -0.318 0.280
C 2.53747 -4.49074 0.89174 -0.102 -0.284 -0.247
C 2.41479 -3.84513 -0.48865 -0.443 -0.025 0.055
C 2.10236 -2.33545 -0.54266 0.350 0.104 -0.098
C 2.65443 -1.49596 0.61346 -0.135 0.042 0.053
C 1.75873 -1.34913 1.85084 0.125 0.216 -0.010
C 0.71529 -0.23308 1.75188 -0.056 -0.268 0.162
C -0.46333 -0.45895 0.79343 0.109 0.129 0.134
C -1.17947 -1.80493 0.93312 -0.364 0.353 -0.189
In -3.23948 -1.69538 0.14941 0.356 -0.743 -0.036
O -3.01657 -1.47325 -1.90134 0.004 0.326 -0.015
N -4.06535 0.22242 0.88936 0.027 -0.237 -0.170
C -4.06490 0.29282 2.06386 0.104 0.395 0.126
S -4.02211 0.43476 3.67523 -0.046 0.065 0.226
B -4.58968 -3.48135 0.65380 -0.151 0.069 -0.162
O -4.80795 -4.50841 -0.29300 0.050 -0.032 0.117
O -5.23518 -3.62809 1.85099 -0.126 0.150 -0.057
H -0.67778 -6.13313 2.52277 -0.054 0.013 0.024
H 0.60195 -7.32873 2.84863 -0.014 0.028 0.104
H -0.55886 -7.59049 1.52971 0.019 -0.066 -0.022
H 1.29766 -4.84602 2.61116 -0.096 0.202 0.057
H 0.40200 -4.18566 1.20889 -0.083 0.059 0.123
H 3.13455 -3.90353 1.58818 -0.018 0.157 -0.046
H 3.06157 -5.43844 0.76825 0.080 -0.013 0.091
H 1.59678 -4.36823 -0.99370 0.073 -0.066 -0.145
H 3.30498 -4.06473 -1.08041 0.167 0.105 0.119
H 2.55329 -1.95044 -1.46069 -0.076 -0.038 -0.098
H 1.03569 -2.16074 -0.65606 -0.072 -0.031 0.108
H 3.62647 -1.89350 0.91762 0.065 -0.025 -0.056
H 2.85160 -0.48428 0.24616 0.036 0.037 -0.029
H 1.26141 -2.28270 2.11759 0.019 -0.089 -0.087
H 2.40805 -1.09619 2.69436 0.000 -0.062 0.075
H 1.23848 0.69813 1.51118 -0.069 0.086 -0.061
H 0.28940 -0.09371 2.75025 0.020 0.012 0.054
H -1.18264 0.33663 1.01048 0.055 0.131 -0.048
H -0.14399 -0.28363 -0.23803 -0.056 -0.142 -0.091
H -1.19213 -2.13960 1.97368 -0.032 0.023 0.066
H -0.71137 -2.59479 0.34272 0.134 -0.009 0.027
H -2.90903 -2.33762 -2.30680 -0.073 0.010 0.004
H -4.18149 -5.23266 -0.19789 -0.021 0.005 -0.096
H -5.84901 -4.37540 1.79647 0.101 -0.081 0.076
C -1.54453 1.71050 -3.00547 -0.492 -0.558 0.317
C -1.78389 3.17817 -3.36866 0.124 0.070 0.130
C -1.82888 3.50435 -4.86073 -0.080 -0.018 0.098
F -0.64605 3.17260 -5.41922 -0.053 0.124 -0.258
F -2.02665 4.83102 -5.03880 0.031 -0.008 0.012
F -0.89146 3.98293 -2.75260 0.003 -0.021 -0.020
F -3.02318 3.49305 -2.88967 -0.014 -0.031 -0.058
O -0.21644 1.31623 -2.70440 0.281 0.581 -0.070
C 0.66950 0.93051 -3.64933 -0.106 -0.233 0.104
C 1.88149 1.87199 -3.74016 -0.016 0.040 0.074
F 1.50534 3.14341 -3.96419 0.082 -0.060 -0.007
F 2.65996 1.47189 -4.78271 0.045 -0.002 -0.033
F 0.10458 0.75424 -4.86442 0.035 -0.060 -0.025
F 1.18330 -0.26829 -3.27360 -0.022 -0.047 -0.092
H -2.08204 1.55414 -2.07064 0.017 -0.028 -0.006
H -2.00451 1.03870 -3.73040 0.040 0.076 -0.079
H -2.64006 2.95944 -5.34966 0.055 -0.031 -0.046
H 2.45781 1.81932 -2.81540 0.014 -0.011 -0.010
C -2.07229 2.85775 6.58498 -0.523 -0.523 0.014
C -2.14390 4.35343 6.27795 0.228 0.102 0.182
C -1.87450 4.79027 4.83712 -0.051 -0.034 -0.133
F -0.63093 4.45314 4.44518 -0.032 0.073 0.047
F -1.97269 6.14714 4.78226 0.129 -0.066 0.117
F -1.35556 5.05234 7.12621 -0.032 -0.007 -0.013
F -3.43691 4.72644 6.52558 -0.013 -0.021 -0.060
O -0.87160 2.35216 7.13484 0.258 0.499 0.094
C 0.17795 1.96860 6.35492 -0.037 -0.208 -0.027
C 1.42252 2.83623 6.60343 0.029 -0.023 0.026
F 1.14683 4.14223 6.41566 0.055 -0.047 -0.008
F 2.38857 2.47246 5.73016 0.022 0.016 0.025
F -0.13480 1.92176 5.05532 0.021 -0.024 -0.012
F 0.53049 0.71496 6.74145 -0.025 -0.013 -0.074
H -2.80494 2.70254 7.37521 0.007 0.038 0.018
H -2.40996 2.27115 5.73017 0.093 0.046 -0.172
H -2.60381 4.35220 4.15428 0.006 -0.017 0.021
H 1.77879 2.68456 7.62406 -0.002 0.012 0.001
C -6.77077 7.62479 3.39354 -0.378 -0.488 0.045
C -7.09518 9.11463 3.24021 0.210 0.093 0.114
C -7.10656 9.70345 1.82544 -0.079 -0.003 -0.006
F -5.90461 9.57777 1.23290 -0.055 0.064 -0.010
F -7.40318 11.02172 1.91111 0.009 -0.004 -0.030
F -6.30588 9.85591 4.04110 -0.046 0.001 0.001
F -8.38538 9.25842 3.68195 -0.020 -0.024 -0.042
O -5.45163 7.26865 3.73345 0.216 0.551 0.113
C -4.47818 7.09140 2.79103 -0.177 -0.274 -0.004
C -3.33822 8.11126 2.94262 0.007 0.056 -0.047
F -3.84646 9.36344 2.89983 0.074 -0.014 -0.039
F -2.48709 7.95952 1.90467 0.018 -0.001 0.020
F -4.97761 7.10742 1.54191 0.041 0.022 -0.001
F -3.95375 5.86168 2.99483 -0.020 0.020 -0.202
H -7.35952 7.31001 4.25394 0.013 0.000 0.007
H -7.13514 7.05859 2.53501 0.053 0.119 -0.090
H -7.86793 9.20995 1.21573 0.022 -0.007 -0.015
H -2.80406 7.97015 3.87867 -0.048 -0.032 0.021
C 5.91921 -7.94084 0.42010 -0.027 -0.155 -0.549
C 6.00301 -6.51254 0.97149 -0.206 -0.105 0.171
C 7.38868 -5.96428 1.32375 -0.009 0.073 -0.068
F 7.98327 -6.72321 2.26866 0.023 0.061 -0.021
F 7.24997 -4.71222 1.80829 0.027 -0.014 0.019
F 5.16762 -6.37487 2.01713 0.065 0.050 0.017
F 5.55362 -5.70685 -0.03697 0.096 0.026 -0.039
O 5.59484 -8.97204 1.32948 -0.124 0.281 0.371
C 6.53303 -9.61509 2.07334 0.027 -0.156 -0.108
C 6.34284 -9.37924 3.58063 -0.022 -0.037 0.013
F 6.34234 -8.06456 3.86336 0.027 -0.055 0.033
F 7.37214 -9.96164 4.23913 -0.027 -0.001 0.023
F 7.78736 -9.32205 1.68520 0.017 -0.016 0.011
F 6.35506 -10.94795 1.88480 0.082 0.002 -0.031
H 5.07191 -7.91503 -0.26321 -0.018 -0.006 0.025
H 6.80186 -8.18572 -0.17222 0.087 0.062 0.123
H 8.02155 -5.93149 0.43285 0.016 -0.017 0.016
H 5.40128 -9.82417 3.90703 -0.003 0.010 0.004
C 1.18335 -0.23980 -7.86904 0.019 -0.113 0.648
C 2.34963 -0.29667 -8.85949 -0.133 -0.054 -0.168
C 3.13701 0.99272 -9.11145 0.058 -0.034 0.070
F 2.33877 1.95744 -9.61097 0.082 -0.012 -0.048
F 4.10675 0.73431 -10.02038 0.009 0.033 -0.005
F 1.94687 -0.82289 -10.03499 0.021 -0.009 0.004
F 3.26095 -1.15830 -8.31100 0.016 0.032 0.021
O -0.11597 -0.08511 -8.40195 0.109 -0.060 -0.622
C -0.64173 1.14213 -8.67151 -0.050 -0.090 0.380
C -0.97026 1.32298 -10.16095 -0.037 -0.060 0.004
F 0.12135 1.09999 -10.91909 -0.040 0.047 -0.003
F -1.38065 2.59553 -10.36211 -0.016 -0.008 -0.031
F 0.13527 2.13427 -8.21899 -0.063 0.137 0.001
F -1.83111 1.21870 -8.01842 0.000 0.137 0.011
H 1.16655 -1.22752 -7.41131 -0.022 -0.001 -0.005
H 1.38092 0.47484 -7.06821 0.056 0.068 -0.126
H 3.60210 1.34239 -8.18641 -0.030 0.030 -0.001
H -1.76393 0.63261 -10.45177 0.010 -0.003 -0.014
```
Positions in Å, forces in eV/Å.

Calculated values
E_tot in eV: -183352.55175
Net charge: -1
LUMO level in eV: 1.782

(2)
The following is a DFT calculation (ωB97M-V/def2-TZVPD) of a structure of composition C36H44BrInN7OPSe2.

Geometry as XYZ:
```
93
Properties=species:S:1:pos:R:3:forces:R:3
In -0.62672 1.43322 -0.55141 0.496 -3.249 -2.818
Br 0.81372 3.08606 6.62374 -0.028 0.033 0.386
C 0.87340 2.87844 4.75589 0.441 -0.489 -1.410
C 2.12383 3.06404 4.07107 0.208 0.349 0.237
C 2.25435 2.84810 2.73250 -2.463 -0.559 -0.957
C 1.05303 2.50600 1.88497 -1.406 0.445 1.114
O 1.05794 2.43848 0.63704 0.738 0.303 0.755
C -0.25152 2.31133 2.65167 1.693 1.528 -0.758
C -1.49739 2.24582 1.98630 -0.646 -1.114 -0.741
N -1.79448 2.73344 0.75590 -0.413 1.394 1.747
C -1.52732 4.11536 0.49049 -0.781 -0.635 0.124
C -2.00749 5.11812 1.33896 1.502 -1.435 -1.595
C -1.56771 6.41263 1.09231 0.674 2.267 0.155
C -0.83730 6.82653 0.00497 0.788 -1.094 -1.779
C -0.59124 5.85634 -1.09563 -1.632 -0.249 3.241
C -0.02527 6.10693 -2.33171 0.393 -0.729 -1.633
C 0.17641 5.08708 -3.25771 -0.177 0.530 1.100
C -0.05740 3.76925 -2.84501 0.450 -1.690 1.329
N -0.56028 3.49193 -1.61664 -0.027 1.372 -0.993
C -0.97662 4.48661 -0.78331 1.915 0.799 -1.018
C -0.22070 2.45421 4.04948 -0.417 -0.773 1.265
H 2.99567 3.42478 4.64599 -0.539 -0.283 -0.316
H 3.11963 3.03226 2.14355 0.837 0.105 -0.039
H -2.28349 1.54302 2.41931 0.938 0.815 -0.345
H -2.52971 4.82469 2.20831 -0.483 -0.040 0.860
H -1.71080 7.20406 1.83596 -0.226 -0.448 0.031
H -0.29921 7.80188 -0.04026 -0.931 -0.679 0.047
H 0.29743 7.07857 -2.65290 -0.039 0.591 0.311
H 0.63499 5.31733 -4.21162 -0.064 -0.234 0.042
H 0.35224 2.86613 -3.39021 -0.842 1.021 0.468
H -1.11137 2.14084 4.61728 0.207 0.493 -0.299
Se 2.97719 1.85233 -3.04366 0.789 -0.018 -0.390
C 4.23340 1.78579 -4.48990 -1.281 0.621 0.632
C 3.87263 2.31123 -5.73863 0.113 -0.094 -1.271
C 4.77932 2.16773 -6.81305 -1.210 0.917 0.306
N 5.96402 1.63286 -6.67334 1.315 -0.907 -0.274
C 6.29717 1.12635 -5.46533 0.449 0.116 -1.155
C 5.51219 1.20066 -4.37308 -1.362 0.344 0.209
H 2.87556 2.76193 -5.92656 0.802 -0.402 0.358
H 4.55165 2.53282 -7.84706 -0.044 -0.209 0.962
H 7.24143 0.59824 -5.43143 0.271 0.086 0.038
H 5.75827 0.79430 -3.42172 0.424 -0.350 0.533
Se -1.04126 0.38923 -2.93199 -0.253 0.591 1.011
N -0.14691 -0.30642 0.55068 -0.885 -0.043 0.195
P -0.73525 -1.74369 0.46909 0.683 3.223 0.874
N -0.17688 -2.57444 -0.84963 -0.403 -1.565 -0.058
C 1.24572 -2.28739 -1.25003 -0.697 0.948 -0.056
C 2.06453 -3.44099 -1.90468 -0.681 0.235 -0.653
C 1.24012 -4.61294 -2.56742 0.125 0.947 -0.513
C -0.26846 -4.39545 -2.47928 -1.224 0.658 -0.804
C -0.58580 -3.95147 -1.05758 0.012 -0.342 -0.018
N -2.45351 -1.95839 0.54073 0.981 -0.573 0.904
C -3.27418 -1.83347 -0.64976 -0.430 -0.234 -1.380
C -4.67259 -1.20399 -0.29643 1.059 -0.087 -0.277
C -5.40344 -1.99139 0.78147 -1.538 -0.648 1.088
C -4.43331 -2.63551 1.82856 -0.844 1.569 0.076
C -3.15968 -1.80884 1.83591 2.084 -0.514 -0.001
N -0.10425 -2.48335 1.86822 -2.140 -1.033 -0.561
C 0.98354 -1.83992 2.56726 0.864 0.704 -0.715
C 1.70060 -2.90952 3.40316 -0.522 -0.979 -0.255
C 0.70888 -3.65487 4.37005 0.755 -0.102 -0.340
C -0.62390 -4.10302 3.69179 0.359 0.530 -0.173
C -0.54253 -3.85723 2.18609 0.877 1.077 0.133
H 1.78117 -1.90103 -0.37852 0.030 -0.190 -0.031
H 1.10858 -1.40235 -1.89071 0.503 -0.391 -0.236
H 2.78109 -3.83900 -1.17879 -0.134 -0.015 -0.119
H 2.64193 -2.98584 -2.73993 -0.188 -0.115 0.802
H 1.52693 -5.56155 -2.12478 -0.047 -0.228 0.107
H 1.53866 -4.60953 -3.61821 -0.016 -0.406 0.013
H -0.91920 -5.26007 -2.73096 0.820 -0.116 0.206
H -0.65254 -3.63156 -3.23280 0.775 -0.459 1.074
H -0.00745 -4.63420 -0.40435 -0.161 -0.046 0.045
H -1.64627 -4.11718 -0.80655 0.303 0.381 -0.105
H -3.40894 -2.88887 -1.08344 -0.091 1.342 0.135
H -2.74026 -1.16045 -1.40931 -0.696 -0.989 0.687
H -5.31746 -1.12826 -1.16473 0.126 -0.208 -0.430
H -4.45447 -0.15788 -0.06464 -0.134 -0.058 0.530
H -5.98922 -2.81490 0.33096 0.399 0.193 -0.206
H -6.25740 -1.42713 1.30095 1.431 -0.207 -0.564
H -4.24816 -3.68432 1.60793 0.364 0.021 -0.248
H -4.87017 -2.62340 2.84006 -0.027 0.079 -0.256
H -2.48349 -2.21826 2.60431 -0.147 0.177 -0.202
H -3.21869 -0.72744 2.10581 -0.751 -0.568 -0.171
H 0.58429 -0.94627 3.12136 0.555 -0.812 0.046
H 1.65777 -1.39028 1.76713 -0.550 -0.458 1.261
H 2.47611 -2.50422 4.03828 0.294 0.369 -0.007
H 2.21694 -3.66948 2.72961 -0.716 0.948 0.595
H 0.59589 -2.97805 5.24210 -0.405 -0.515 -0.393
H 1.25122 -4.55623 4.71042 -0.259 0.345 0.153
H -1.47300 -3.57048 4.09458 -0.229 0.432 0.195
H -0.85333 -5.15102 3.86479 0.217 -0.276 0.114
H -1.48093 -4.00535 1.64878 -0.044 -0.223 0.238
H 0.19947 -4.52008 1.76896 0.162 -0.818 -0.169
```
Positions in Å, forces in eV/Å.

Calculated values
E_tot in eV: -265721.41951
Net charge: -2
Energy above the lowest of the compared OMol25 structures with the same formula, charge and spin in eV: 0.705
LUMO level in eV: 3.487

- Which of these has the highest E_tot?
  C36H44BF40InNO9S

- E_tot of number 1 (C36H44BF40InNO9S)?
  -183352.55175 eV